A.
C4H11NO | wB97M-V/def2-TZVPD

XYZ file:
```
17
Properties=species:S:1:pos:R:3:mulliken_spin:R:1
C -1.6687 1.9459 -0.6518 -0.003
C -0.6320 2.0566 0.4237 -0.132
O -0.8262 2.7205 1.4489 0.531
N 0.5776 1.4062 0.3478 0.663
H -1.5059 1.0440 -1.2499 -0.005
H -1.6146 2.8076 -1.3128 -0.011
H 1.1073 1.2112 1.1869 -0.021
H 0.7061 0.9162 -0.5376 -0.023
H -2.6275 1.8460 -0.1538 -0.002
C 1.1171 -1.8676 -0.6691 -0.001
C 0.5391 -2.1662 0.7248 0.002
H 2.0114 -1.3149 -0.3827 0.001
H 1.3858 -2.7223 -1.2875 0.000
H 0.3869 -1.4028 -1.3408 0.000
H 0.1422 -3.1506 0.9399 0.001
H -0.3019 -1.4984 0.9894 0.000
H 1.2033 -1.8313 1.5248 0.000
```

Values from the calculation:
**HOMO (spin up / spin down)**: -0.5653 / -0.5650 Ha
**M**: 89.1 u
**Gap between HOMO and LUMO (spin up / spin down)**: 10.83 / 5.37 eV
**Multiplicity**: 2
**Net charge**: +1

***

B.
C4H11NO | wB97M-V/def2-TZVPD

XYZ file:
```
17
Properties=species:S:1:pos:R:3:mulliken_spin:R:1
C -1.4538 -0.6250 -1.1932 0.000
C -0.8898 0.7913 -0.8467 0.024
C 0.3102 0.7980 0.0310 0.154
C 1.5123 0.1437 -0.2043 0.529
N 0.3028 1.6493 1.0502 0.279
H -1.9122 -0.5256 -2.1641 0.003
H -0.6295 -1.3270 -1.2920 0.004
H -2.1304 -0.9521 -0.4015 0.000
H -0.6594 1.3388 -1.7632 0.002
H -1.7108 1.3693 -0.4455 0.001
H 1.7642 -0.6183 -0.9390 0.012
H 2.4293 0.3415 0.3526 -0.002
H -0.5589 2.1375 1.2761 -0.010
H 0.8380 1.4266 1.8880 -0.009
H 1.3083 -1.2969 1.3363 -0.018
H 0.2778 -2.4234 1.7494 -0.001
O 1.2020 -2.2278 1.5660 0.031
```

Values from the calculation:
**HOMO (spin up / spin down)**: -0.5595 / -0.5640 Ha
**M**: 89.1 u
**Gap between HOMO and LUMO (spin up / spin down)**: 11.03 / 7.74 eV
**Multiplicity**: 2
**Net charge**: +1

***

C.
C4H11NO | wB97M-V/def2-TZVPD

XYZ file:
```
17
Properties=species:S:1:pos:R:3:mulliken_spin:R:1
C 1.5966 -1.8045 1.3519 0.147
C 1.2201 -1.1617 -0.0217 -0.003
N 0.4508 -2.0941 -0.7544 0.830
H 2.0230 -2.7974 1.2016 -0.001
H 2.2896 -1.0957 1.7956 0.005
H 0.7222 -1.8102 2.0013 -0.001
H 0.7114 -0.2049 0.0690 0.010
H 2.1230 -0.8942 -0.5962 0.050
H 0.8101 -3.0503 -0.7695 -0.018
H -0.5717 -2.0769 -0.7455 -0.019
O 0.0498 1.8075 -0.4464 0.000
C -1.1045 2.1570 -0.5070 0.000
C -2.2096 1.4528 0.2182 0.000
H -1.4067 2.9953 -1.1573 0.000
H -3.1599 1.4702 -0.3300 0.000
H -2.4523 1.9497 1.1579 0.000
H -1.9381 0.4178 0.4079 0.000
```

Values from the calculation:
**HOMO (spin up / spin down)**: -0.4939 / -0.4939 Ha
**M**: 89.1 u
**Gap between HOMO and LUMO (spin up / spin down)**: 9.95 / 5.05 eV
**Multiplicity**: 2
**Net charge**: +1

***

Which structure is the most stable? The one labeled B.

***

A.
C2HNS2 | wB97M-V/def2-TZVPD

XYZ file:
```
6
Properties=species:S:1:pos:R:3:mulliken_charge:R:1
C -1.2190 -0.5067 -0.1597 0.194
C -0.1041 0.3174 -0.0296 0.238
N -2.2082 -1.0616 -0.0401 -0.292
S -0.2982 1.9012 0.0501 -0.145
S 1.3548 -0.8076 0.1816 -0.189
H 2.4747 0.1573 -0.0024 0.195
```

Values from the calculation:
**SMILES**: N#CC(=S)S
**HOMO**: -0.3610 Ha
**M**: 103.2 u
**Gap between HOMO and LUMO**: 8.15 eV
**Multiplicity**: 1
**Net charge**: 0

***

B.
C2HNS2 | wB97M-V/def2-TZVPD

XYZ file:
```
6
Properties=species:S:1:pos:R:3:mulliken_charge:R:1
C -1.2963 -1.3186 -0.0680 -0.306
C 0.1838 0.9752 0.1625 0.634
N -1.6465 -2.4147 0.0439 -0.413
S -0.7411 2.1842 -0.0822 -0.057
S 1.2576 -0.1504 -0.0869 -0.024
H 2.2426 0.7244 0.0308 0.166
```

Values from the calculation:
**HOMO (spin up / spin down)**: -0.3374 / -0.3374 Ha
**M**: 103.2 u
**Gap between HOMO and LUMO (spin up / spin down)**: 6.84 / 6.84 eV
**Multiplicity**: 1
**Net charge**: 0

***

Which structure is the most stable? The one labeled A.

***

A.
C4H6O2 | wB97M-V/def2-TZVPD

XYZ file:
```
12
Properties=species:S:1:pos:R:3:mulliken_charge:R:1
C 0.3785 0.8809 0.8953 -0.365
C 0.8925 -0.8959 -0.6523 -0.879
C -0.0408 1.1625 -0.6398 -0.394
C 0.2340 -0.4808 0.4878 0.635
O -1.3822 1.1047 -0.6288 -0.335
O -0.8110 -1.2053 1.0170 -0.432
H 1.4220 1.3312 1.0701 0.205
H -0.3066 1.2588 1.6952 0.283
H 0.5661 -1.7913 -1.2089 0.233
H 1.6886 -0.3781 -0.9448 0.403
H -1.5841 0.8832 -1.5402 0.369
H -1.0570 -1.8700 0.4495 0.278
```

Values from the calculation:
**HOMO**: -0.3052 Ha
**M**: 86.1 u
**Gap between HOMO and LUMO**: 9.09 eV
**Multiplicity**: 1
**Net charge**: 0

***

B.
C4H6O2 | wB97M-V/def2-TZVPD

XYZ file:
```
12
Properties=species:S:1:pos:R:3:mulliken_charge:R:1
C -1.3842 -0.2196 -0.4539 -1.285
C 0.1107 -0.0402 -0.3893 0.206
C 0.6432 1.2742 -0.0281 -0.053
O 1.8466 1.4352 0.0652 -0.534
C 1.0131 -0.9489 0.8391 0.096
O 0.5831 -1.8931 1.4420 -0.441
H -1.6544 -1.2474 -0.2361 0.332
H -1.9134 0.3963 0.2700 0.344
H -1.8021 0.0116 -1.4313 0.333
H 0.6501 -0.4884 -1.2249 0.315
H -0.0726 2.0332 0.3452 0.321
H 1.9726 -0.2979 0.7938 0.366
```

Values from the calculation:
**SMILES**: CC(C=O)C=O
**HOMO**: -0.3491 Ha
**M**: 86.1 u
**Gap between HOMO and LUMO**: 10.04 eV
**Multiplicity**: 1
**Net charge**: 0

***

Which structure is the most stable? The one labeled B.

***

A.
C4H6O2 | wB97M-V/def2-TZVPD

XYZ file:
```
12
Properties=species:S:1:pos:R:3:mulliken_charge:R:1
C 1.4238 0.1152 0.0189 -0.999
C -0.2628 0.1846 0.1892 0.666
C -1.0095 -0.8788 0.9088 -0.379
O -1.2640 0.4628 1.2417 -0.432
C -0.6744 0.7620 -1.1193 -0.166
O 0.1957 0.8797 -1.9479 -0.481
H 1.9257 1.0634 0.2481 0.302
H 1.7232 -0.6996 0.6601 0.346
H 1.8615 -0.1449 -0.9860 0.289
H -1.7763 -1.4933 0.4300 0.223
H -0.4576 -1.3884 1.7043 0.242
H -1.6855 1.1371 -1.3479 0.388
```

Values from the calculation:
**SMILES**: C[C@@]1(C=O)CO1
**HOMO**: -0.3689 Ha
**M**: 86.1 u
**Gap between HOMO and LUMO**: 10.75 eV
**Multiplicity**: 1
**Net charge**: 0

***

B.
C4H6O2 | wB97M-V/def2-TZVPD

XYZ file:
```
12
Properties=species:S:1:pos:R:3:mulliken_charge:R:1
O -0.8032 0.2911 1.7233 -0.544
C 0.0542 0.4241 0.6206 0.182
C 0.7280 -0.9052 0.2278 -0.675
C 0.3875 -0.5690 -1.2204 0.468
O 0.8148 -0.9308 -2.2827 -0.550
C -0.5911 0.5209 -0.7903 -0.600
H -1.1080 1.1696 1.9799 0.312
H 0.7957 1.2187 0.7763 0.310
H 0.1243 -1.7465 0.5878 0.242
H 1.7778 -1.0703 0.4796 0.302
H -0.5643 1.4654 -1.3401 0.309
H -1.6156 0.1319 -0.7618 0.246
```

Values from the calculation:
**SMILES**: O=C1CC(O)C1
**HOMO**: -0.3523 Ha
**M**: 86.1 u
**Gap between HOMO and LUMO**: 10.29 eV
**Multiplicity**: 1
**Net charge**: 0

***

C.
C4H6O2 | wB97M-V/def2-TZVPD

XYZ file:
```
12
Properties=species:S:1:pos:R:3:mulliken_charge:R:1
O -0.3015 -3.2743 0.9764 -0.183
C 0.3522 -2.6037 0.3340 0.164
C -0.5286 0.1514 -1.4854 -0.410
C -0.8948 1.2168 -0.7800 -0.619
C 1.0567 0.4480 1.3644 -0.166
O 0.5745 -0.3855 2.0896 -0.401
H 0.2317 0.2066 -2.2608 0.248
H -0.9708 -0.8261 -1.3129 0.224
H -0.4518 2.1959 -0.9493 0.296
H -1.6507 1.1516 -0.0009 0.273
H 0.8639 1.5303 1.5071 0.292
H 1.7193 0.1890 0.5178 0.282
```

Values from the calculation:
**HOMO**: -0.3729 Ha
**M**: 86.1 u
**Gap between HOMO and LUMO**: 11.05 eV
**Multiplicity**: 1
**Net charge**: 0

***

Which structure is the most stable? The one labeled B.

***

A.
C4H6O2 | wB97M-V/def2-TZVPD

XYZ file:
```
12
Properties=species:S:1:pos:R:3:mulliken_charge:R:1
O -0.8741 -1.8494 -0.0487 -0.556
C 0.0588 -1.4194 0.6056 0.222
C 1.0242 0.5164 -0.1966 -0.711
C -0.1995 0.8088 -0.9985 -0.189
O -1.2306 0.6998 0.1252 -0.573
C 0.3804 0.0078 0.9180 -0.102
H -1.6148 -0.1985 0.0216 0.404
H 0.9203 -2.0544 0.8840 0.346
H 1.8438 1.2138 -0.1064 0.264
H -0.2109 1.8306 -1.4018 0.277
H -0.5847 0.1173 -1.7544 0.237
H 0.4870 0.3272 1.9522 0.381
```

Values from the calculation:
**SMILES**: O=C/C=C\CO
**HOMO**: -0.2883 Ha
**M**: 86.1 u
**Gap between HOMO and LUMO**: 8.45 eV
**Multiplicity**: 1
**Net charge**: 0

***

B.
C4H6O2 | wB97M-V/def2-TZVPD

XYZ file:
```
12
Properties=species:S:1:pos:R:3:mulliken_charge:R:1
C 1.5933 0.6187 0.0789 -0.429
O 1.7277 -0.5726 0.8390 -0.442
C 0.7600 -0.5530 -0.1973 -0.013
C -0.6694 -0.6340 0.2630 -0.016
C -1.6681 0.3610 -0.1342 -0.426
O -1.6174 -0.9159 -0.7522 -0.443
H 1.1585 1.4651 0.6111 0.236
H 2.4334 0.8566 -0.5724 0.265
H 0.9933 -1.1797 -1.0600 0.384
H -0.8111 -1.1833 1.1947 0.385
H -1.3609 1.1945 -0.7657 0.236
H -2.5393 0.5425 0.4950 0.264
```

Values from the calculation:
**SMILES**: C1O[C@H]1[C@H]1CO1
**HOMO**: -0.3860 Ha
**M**: 86.1 u
**Gap between HOMO and LUMO**: 11.55 eV
**Multiplicity**: 1
**Net charge**: 0

***

Which structure is the most stable? The one labeled B.

***

A.
C3H4O2S2 | wB97M-V/def2-TZVPD

XYZ file:
```
11
Properties=species:S:1:pos:R:3:mulliken_charge:R:1
C 0.0863 1.1706 1.4645 -0.331
C -0.2341 0.2928 0.3019 0.275
C 1.0089 -0.4092 -0.2645 0.517
H -1.7959 1.4964 1.8352 0.302
H 0.9787 1.8432 1.2820 0.290
H 0.5047 0.6315 2.3122 0.293
H -0.4295 -1.4815 -1.8239 0.124
O -0.9604 2.0012 1.8804 -0.496
O 2.0786 -0.1956 0.2430 -0.495
S -1.7598 0.0414 -0.2272 -0.302
S 0.9241 -1.4951 -1.6231 -0.178
```

Values from the calculation:
**SMILES**: O=C(S)C(=S)CO
**HOMO**: -0.3582 Ha
**M**: 136.2 u
**Gap between HOMO and LUMO**: 8.06 eV
**Multiplicity**: 1
**Net charge**: 0

***

B.
C3H4O2S2 | wB97M-V/def2-TZVPD

XYZ file:
```
11
Properties=species:S:1:pos:R:3:mulliken_charge:R:1
C -1.7121 1.0579 -0.7958 0.657
C -0.6237 0.0378 -0.4867 -0.468
C 0.3915 0.4563 0.6481 -0.562
O -2.5972 0.8010 -1.6093 -0.593
O -1.5050 2.1314 -0.0782 -0.522
S 1.9581 2.6883 2.0413 -0.115
S 0.6472 2.2891 0.6412 0.304
H -1.1782 -0.9146 -0.3242 0.299
H 0.0722 -0.1166 -1.4258 0.204
H 0.0152 0.1825 1.5409 0.422
H 1.4572 -0.0093 0.3926 0.375
```

Values from the calculation:
**HOMO (spin up / spin down)**: -0.3558 / -0.3682 Ha
**M**: 136.2 u
**Gap between HOMO and LUMO (spin up / spin down)**: 6.33 / 7.07 eV
**Multiplicity**: 1
**Net charge**: 0

***

C.
C3H4O2S2 | wB97M-V/def2-TZVPD

XYZ file:
```
11
Properties=species:S:1:pos:R:3:mulliken_charge:R:1
C 1.9177 -0.1327 0.0531 -0.024
C -0.1849 0.5314 -0.7261 -0.355
C -1.7725 -0.3195 0.8067 0.083
H 1.8575 0.7939 0.6413 0.281
H -0.8953 0.1934 -1.4527 0.389
H 0.2059 1.5099 -0.9770 0.335
H -2.1097 -0.1477 1.8468 0.318
O 0.8974 -0.3841 -0.7817 -0.237
O -0.7178 0.5259 0.5916 -0.287
S 3.1915 -1.1496 0.1967 -0.236
S -2.3898 -1.4208 -0.1988 -0.265
```

Values from the calculation:
**SMILES**: S=COCOC=S
**HOMO**: -0.3316 Ha
**M**: 136.2 u
**Gap between HOMO and LUMO**: 8.85 eV
**Multiplicity**: 1
**Net charge**: 0

***

Which structure is the most stable? The one labeled A.